(1)
Below is a molecular structure, C3H3NO2 at a distorted geometry, with properties calculated with the ωB97M-V functional and the def2-TZVPD basis.

## Properties
HOMO	-10.3	eV
HOMO-LUMO gap	10.12	eV

Each line ends with the Mulliken charge.
Geometry (Å):
O 0.171 -0.956 1.258  -0.54
C -0.103 0.019 0.324  0.20
C 0.840 -0.083 -0.856  0.27
O 1.742 -0.892 -0.851  -0.50
C -1.467 0.417 0.123  -0.02
N -2.490 0.960 0.032  -0.39
H 1.022 -1.371 0.993  0.38
H -0.394 1.286 0.658  0.23
H 0.679 0.620 -1.682  0.37

=====

(2)
Below is a single C3H3NO2 molecule at a distorted geometry, with properties calculated with the ωB97M-V functional and the def2-TZVPD basis.

## Properties
HOMO	-10.4	eV
HOMO-LUMO gap	9.86	eV

Each line ends with the Mulliken charge.
Geometry (Å):
C -1.821 -0.088 -0.254  -0.58
C -0.535 0.137 0.179  0.02
N 0.686 -0.005 -0.516  -0.31
O 1.666 -1.206 -0.179  -0.31
C 1.995 0.016 0.020  0.78
O 2.799 0.786 0.355  -0.44
H -2.445 0.297 0.536  0.26
H -2.057 -0.351 -1.323  0.29
H -0.288 0.413 1.180  0.29

=====

(3)
Below is a single C3H3NO2 molecule at a distorted geometry, with properties calculated with the ωB97M-V functional and the def2-TZVPD basis.

## Properties
HOMO (spin up / spin down)	-6.7 / -10.6	eV
HOMO-LUMO gap (spin up / spin down)	7.55 / 8.93	eV
multiplicity	3

Each line ends with the Mulliken charge.
Geometry (Å):
C 0.047 0.169 -0.671  -0.15
C -0.393 -1.065 -0.163  -0.07
C 0.156 0.898 1.469  0.10
N 0.395 1.167 0.266  -0.46
O -0.547 -1.345 1.115  -0.26
O -0.574 -0.112 1.947  -0.31
H 0.227 0.233 -1.763  0.33
H -0.403 -1.949 -0.658  0.46
H 0.555 1.690 2.135  0.37

=====

(4)
Below is a single C3H3NO2S molecule at a distorted geometry, with properties calculated with the ωB97M-V functional and the def2-TZVPD basis.

## Properties
HOMO	-9.2	eV
HOMO-LUMO gap	8.70	eV

Each line ends with the Mulliken charge.
Geometry (Å):
O -1.025 -0.283 2.640  -0.53
C -0.518 -0.346 1.498  0.49
C -0.023 0.891 0.627  -0.21
C 0.177 0.260 -0.683  0.00
S 0.743 1.021 -2.089  -0.27
N 0.025 -1.151 -0.518  -0.05
O -0.255 -1.532 0.842  -0.22
H 0.749 1.515 1.258  0.29
H -0.838 1.634 0.441  0.24
H 0.438 -1.745 -1.161  0.26

=====

(5)
Below is 3 unconnected molecules or ions with the total composition C3H3NO2S at a distorted geometry, with properties calculated with the ωB97M-V functional and the def2-TZVPD basis.

## Properties
HOMO	-9.1	eV
HOMO-LUMO gap	8.48	eV

Each line ends with the Mulliken charge.
Geometry (Å):
O 3.272 -3.449 -1.312  -0.35
C 3.172 -3.677 -0.189  0.72
O 3.142 -3.916 0.940  -0.36
C -4.674 -2.238 -0.350  0.06
N -5.048 -2.727 0.607  -0.31
H -4.135 -1.978 -1.251  0.24
C 2.094 0.548 0.766  -0.33
S 2.702 1.010 -0.664  -0.16
H 1.023 0.423 1.026  0.24
H 2.701 0.375 1.654  0.25

=====

(6)
Below is a single C3H3NO2S molecule at a distorted geometry, with properties calculated with the ωB97M-V functional and the def2-TZVPD basis.

## Properties
HOMO	-8.4	eV
HOMO-LUMO gap	9.07	eV

Each line ends with the Mulliken charge.
Geometry (Å):
O 1.848 -1.728 -1.042  -0.47
C 0.824 -1.004 -0.655  0.65
N 0.851 -0.146 0.337  -0.59
C -0.359 0.471 0.279  0.40
S -0.799 1.625 1.493  -0.23
C -1.090 -0.032 -0.733  -0.31
O -0.335 -1.021 -1.351  -0.31
H 2.649 -1.452 -0.576  0.37
H -2.094 1.630 1.292  0.12
H -2.069 0.220 -1.174  0.37

=====

Energy above the lowest of the compared OMol25 structures with the same formula, charge and spin list, top to bottom, in kJ/mol: 354.1, 437.2, 180.3, 330.5, 213.9, 154.1